Entry 1:
19
Properties=species:S:1:pos:R:3 method="wB97M-V/def2-TZVPD" energy_ha=-439.4511 smiles="N[C@@H](CO)CC=O.O"
N -0.304 1.063 -1.095
C -0.238 -0.019 -0.128
C -1.467 0.018 0.743
O -1.465 1.214 1.544
C -0.118 -1.440 -0.815
C 1.249 -2.029 -0.586
O 1.541 -2.553 0.454
H 0.461 1.034 -1.753
H -1.216 1.088 -1.542
H 0.634 0.064 0.517
H -1.494 -0.775 1.487
H -2.380 0.076 0.146
H -1.387 1.989 0.972
H -0.797 -2.147 -0.345
H -0.409 -1.306 -1.847
H 1.963 -1.911 -1.425
O 2.207 1.896 1.200
H 1.643 2.073 1.964
H 1.578 1.663 0.508

***

Entry 2:
48
Properties=species:S:1:pos:R:3 method="wB97M-V/def2-TZVPD" energy_ha=-925.6990 smiles=CO.CO.CO.CO.CO.CO.CO.CO
C 0.291 1.777 4.448
O -0.912 2.180 3.872
H 0.481 0.795 4.013
H 0.011 1.614 5.457
H 0.937 2.609 4.139
H -0.941 1.889 2.964
C 2.645 1.538 -1.946
O 3.592 0.743 -2.657
H 3.026 2.583 -2.001
H 2.472 1.133 -0.936
H 1.734 1.438 -2.517
H 3.143 -0.053 -2.976
C -1.465 -1.358 2.049
O -2.168 -2.225 2.967
H -1.607 -1.539 0.957
H -0.405 -1.585 2.280
H -1.644 -0.323 2.281
H -2.406 -3.076 2.599
C -4.111 0.312 -3.774
O -3.169 0.574 -2.695
H -3.974 -0.671 -4.303
H -4.173 1.100 -4.561
H -5.150 0.275 -3.429
H -3.393 -0.006 -1.969
C -0.759 -1.476 -2.956
O -0.101 -2.690 -3.036
H -0.911 -1.268 -1.846
H -1.703 -1.337 -3.487
H -0.045 -0.764 -3.287
H -0.861 -3.284 -3.090
C 1.539 -1.735 -0.205
O 2.087 -1.876 1.066
H 0.446 -1.936 -0.176
H 2.060 -2.427 -0.865
H 1.618 -0.730 -0.560
H 2.055 -2.782 1.319
C -0.974 1.223 0.128
O -0.484 2.115 1.096
H -0.426 1.590 -0.732
H -2.025 1.209 -0.062
H -0.520 0.187 0.211
H 0.387 1.918 1.327
C 2.864 0.986 1.866
O 1.572 0.525 1.734
H 3.343 1.051 0.880
H 3.445 0.304 2.524
H 2.933 1.948 2.305
H 1.651 -0.463 1.602

***

Entry 3:
54
Properties=species:S:1:pos:R:3 method="wB97M-V/def2-TZVPD" energy_ha=-1194.7546 smiles=CC#N.CC#N.CC#N.CC#N.CC#N.CC#N.CC#N.CC#N.CC#N
C -1.489 -5.269 -0.230
C -0.626 -4.071 -0.156
N 0.133 -3.168 -0.056
H -0.783 -6.094 -0.330
H -2.126 -5.285 -1.114
H -2.045 -5.382 0.700
C 3.748 2.342 0.574
C 4.008 1.095 1.387
N 4.323 0.070 1.915
H 4.354 3.168 0.946
H 2.681 2.565 0.604
H 3.924 2.064 -0.465
C 0.511 0.374 -0.312
C 0.392 0.439 1.138
N 0.355 0.467 2.271
H -0.040 1.228 -0.705
H 0.077 -0.525 -0.750
H 1.576 0.404 -0.542
C -1.534 -1.654 -3.077
C -2.631 -2.061 -4.028
N -3.508 -2.309 -4.745
H -1.944 -1.135 -2.211
H -0.798 -0.976 -3.511
H -1.000 -2.581 -2.866
C -1.764 3.263 3.322
C -3.188 3.187 3.006
N -4.306 3.134 2.794
H -1.342 2.525 2.640
H -1.571 2.919 4.338
H -1.340 4.265 3.249
C 1.922 -2.385 2.610
C 2.871 -3.439 2.429
N 3.663 -4.318 2.299
H 1.364 -2.379 1.674
H 2.405 -1.410 2.671
H 1.333 -2.673 3.482
C 1.021 1.329 -4.291
C 0.321 1.820 -5.484
N -0.261 2.203 -6.404
H 0.851 0.255 -4.207
H 0.433 1.784 -3.494
H 2.042 1.695 -4.400
C -4.225 1.900 -3.789
C -3.198 1.515 -2.831
N -2.294 1.290 -2.098
H -5.107 2.270 -3.266
H -4.546 0.954 -4.225
H -3.777 2.571 -4.521
C 2.298 0.872 4.838
C 1.078 0.279 5.366
N 0.103 -0.250 5.813
H 2.048 1.908 4.607
H 2.507 0.425 3.866
H 3.100 0.784 5.571

***

Entry 4:
21
Properties=species:S:1:pos:R:3 method="wB97M-V/def2-TZVPD" s2=0.76 energy_ha=-1160.5230 total_charge=+2 multiplicity=2
N -0.690 1.770 0.200
C -1.254 0.750 -0.743
C -0.744 0.886 -2.248
O -1.093 0.030 -2.984
C -1.024 -0.699 -0.329
S -1.595 -1.143 1.321
S -0.101 -1.230 2.652
C 1.178 -2.338 1.997
H -0.990 2.704 -0.087
H 0.345 1.695 0.139
H -0.984 1.548 1.156
H -2.314 0.960 -0.882
H -0.114 1.774 -2.426
H -1.650 -1.335 -0.959
H -0.030 -1.083 -0.575
H 0.944 -3.283 2.475
H 1.127 -2.375 0.914
H 2.142 -1.985 2.348
H 2.357 0.521 -1.186
H 2.566 1.753 -0.255
O 1.925 1.078 -0.527

***

Entry 5:
17
Properties=species:S:1:pos:R:3 method="wB97M-V/def2-TZVPD" energy_ha=-363.7695 smiles=C1[C@@H]2N[C@@H]3C[C@H]3O[C@@H]12
C -0.435 -0.435 -2.325
C 0.515 -0.144 -1.180
N 1.391 -0.741 -0.083
C 0.914 0.232 0.895
C 0.283 0.632 2.282
C -0.558 0.269 1.144
O -1.388 0.825 -0.034
C -0.941 -0.113 -0.889
H -0.786 -1.352 -2.815
H -0.402 0.458 -2.958
H 0.782 0.933 -1.290
H 1.081 -1.715 0.108
H 1.098 1.284 0.618
H 0.015 0.099 3.203
H 0.594 1.636 2.521
H -0.950 -0.743 1.329
H -1.214 -1.123 -0.527